ORCA calculation (ωB97M-V with the def2-TZVPD basis set) on a structure of composition C20H37N2O2P2Pb in a non-equilibrium geometry.

Computed properties:
HOMO-LUMO gap: 5.7 eV
highest occupied orbital energy: -10.00 eV

The geometry in ORCA input format:
```
! RIJCOSX wB97M-V def2-TZVPD def2/J DEFGRID3
* xyz 1 1
C 1.12806 -1.23750 -4.68014
C 1.16791 -0.92352 -3.30504
N 0.03670 -0.96551 -2.55109
C -1.14984 -1.09664 -3.15216
C -1.25482 -1.35841 -4.52530
C -0.09721 -1.46129 -5.29384
C 2.39966 -0.35195 -2.73997
P 2.61345 -0.42657 -0.94495
Pb 0.26128 -1.14894 0.31760
P -2.21902 -0.23143 -0.69435
C -2.42495 -1.04800 -2.32967
O 2.00779 2.05021 -3.51558
O -0.44857 2.58139 -3.31035
H 2.07326 -1.26133 -5.22008
H -2.24782 -1.45390 -4.95489
H -0.15039 -1.68286 -6.35900
C 3.74536 -1.80551 -0.51887
C 3.65645 1.03610 -0.63987
H -3.20034 -0.50838 -2.89247
H -2.78313 -2.07438 -2.14980
H 2.27460 1.04614 -3.14832
H 3.29714 -0.65782 -3.29375
C -3.68868 -0.87607 0.17045
C -2.80680 1.44904 -1.11436
H -0.14709 3.39350 -1.73414
H -0.67367 3.37631 -3.82657
H 0.54926 2.33882 -3.52082
H 2.52773 2.18190 -4.33295
H -0.18131 -2.93484 0.31578
H -0.02882 3.76326 -1.05403
H 4.70816 -1.67420 -1.03064
H 3.91883 -1.79930 0.56843
H 3.30313 -2.77019 -0.80271
H 4.70982 0.76957 -0.80048
H 3.36772 1.83796 -1.33318
H 3.52111 1.37134 0.39486
H -3.82565 1.36387 -1.52878
H -2.82891 2.05092 -0.19078
H -2.13613 1.92007 -1.85067
H -4.59147 -0.60628 -0.39204
H -3.62026 -1.96698 0.25477
H -3.73660 -0.42750 1.17057
C -1.91282 -2.17266 5.29406
N -1.45425 -1.13337 4.42731
C -2.23061 0.06017 4.29416
C -0.25041 -1.37091 3.68490
C 0.46710 -0.09256 3.32321
C 0.97520 0.66170 4.38518
C 1.55866 1.90504 4.15384
C 1.62495 2.38891 2.84697
C 1.09282 1.63427 1.78333
C 0.60551 0.35787 2.01359
H -2.98315 -2.03821 5.48860
H -1.37170 -2.15131 6.25754
H -1.72412 -3.15533 4.83485
H -1.80345 0.89752 4.87322
H -2.32026 0.39129 3.24395
H -3.22898 -0.15104 4.70389
H 0.40249 -1.99788 4.32235
H -0.48505 -1.99245 2.79080
H 0.90034 0.26968 5.40138
H 1.94151 2.49216 4.98935
H 2.08760 3.35290 2.64795
H 1.08268 2.06311 0.77871
*
```

---

ORCA calculation (ωB97M-V with the def2-TZVPD basis set) on a structure of composition C20H37N3OPdSi2 in a non-equilibrium geometry.

Computed properties:
HOMO-LUMO gap: 3.3 eV
ΔE to the lowest compared entry with this formula, charge and spin: 162.3 kJ/mol
highest occupied orbital energy: 1.40 eV

The geometry in ORCA input format:
```
! RIJCOSX wB97M-V def2-TZVPD def2/J DEFGRID3
* xyz -2 1
Pd -0.15550 0.12468 -0.79377
C 2.83855 1.48582 1.41423
Si 0.95199 1.44634 0.79885
C 0.50338 3.28093 1.30755
C 0.13092 0.52777 2.34978
C 0.64326 0.80925 3.62187
C 0.16571 0.20947 4.78141
C -0.87389 -0.70357 4.68283
C -1.40621 -0.98561 3.42984
C -0.93360 -0.40064 2.24909
Si -1.79867 -0.92544 0.53338
C -2.20384 -2.82586 0.95576
C -3.57227 -0.22015 0.95281
H 3.01658 2.23119 2.20172
H 3.50204 1.73841 0.57956
H 3.15898 0.51029 1.79901
H 0.82408 3.51326 2.33221
H -0.57892 3.42503 1.24477
H 0.97683 4.00724 0.63586
H 1.45278 1.53038 3.71878
H 0.59845 0.45192 5.75007
H -1.26692 -1.18894 5.57421
H -2.22727 -1.69723 3.37601
H -2.96573 -2.94807 1.73819
H -1.31320 -3.38355 1.27149
H -2.59100 -3.32237 0.05798
H -3.94755 -0.58506 1.91892
H -4.30388 -0.50180 0.18494
H -3.53656 0.87073 0.98688
C -2.09577 4.08121 -4.24269
N -2.23715 3.98619 -2.80518
C -3.21726 4.83278 -2.15622
C -1.93946 2.79294 -2.12482
C -1.08238 1.80233 -2.85720
O -2.37515 2.65147 -1.00598
H -2.62363 4.96508 -4.60155
H -2.50319 3.20522 -4.76074
H -1.04570 4.18569 -4.52957
H -3.31259 5.77293 -2.70165
H -2.89438 5.04135 -1.13795
H -4.20235 4.35261 -2.09374
H -0.50151 2.26970 -3.65031
H -1.70853 1.00161 -3.25507
H -0.34966 1.26348 -2.08783
C 1.68996 -2.23356 0.46580
C 2.61430 -3.46033 0.67855
N 3.14482 -3.93278 -0.61015
C 3.85498 -2.82208 -1.25286
C 2.88689 -1.62914 -1.49343
N 1.56986 -1.95307 -0.96582
C 1.03383 -3.12955 -1.63550
C 2.01443 -4.32331 -1.45979
H 2.08037 -1.33851 0.94845
H 0.68894 -2.40556 0.85818
H 2.07803 -4.29575 1.13905
H 3.46779 -3.21993 1.32011
H 4.28060 -3.19834 -2.19043
H 4.68586 -2.53860 -0.59938
H 2.79003 -1.41254 -2.56146
H 3.22252 -0.72071 -0.98924
H 0.89018 -2.89388 -2.69405
H 0.05650 -3.33178 -1.19349
H 2.42564 -4.65798 -2.41921
H 1.52463 -5.18160 -0.98903
*
```

---

ORCA calculation (ωB97M-V with the def2-TZVPD basis set) on a structure of composition C20H38AgF3LiNO15PS4 in a non-equilibrium geometry.

Computed properties:
expectation value of S²: 0.7512
HOMO-LUMO gap (alpha / beta): 2.8 / 7.7 eV
highest occupied orbital energy (alpha / beta): -3.84 / -8.79 eV

The geometry in ORCA input format:
```
! RIJCOSX wB97M-V def2-TZVPD def2/J DEFGRID3
* xyz 0 2
Li -1.36989 -2.96563 -3.11944
Ag 1.31198 -3.00642 2.39256
O -1.23754 -1.88068 -1.53619
P -0.35522 -1.17487 -0.59407
O 0.20768 -1.84111 0.62212
F -0.99029 0.26440 -0.16140
F 0.91209 -0.63428 -1.43184
C 1.13013 2.60555 -2.26800
N 1.40547 3.80135 -1.39274
O 1.12510 4.84547 -1.88195
O 1.94449 3.62895 -0.30854
H 0.04418 2.57203 -2.35573
H 1.51307 1.71166 -1.77564
H 1.53604 2.91820 -3.23007
C -1.43635 1.46825 3.52911
C -0.04950 1.15415 3.08962
C 0.50401 0.04873 4.08542
S -0.90830 -1.07806 4.33747
O -1.18322 -1.19885 5.76875
O -0.79048 -2.26464 3.47078
C -2.10703 0.08053 3.67614
H -1.86189 2.07452 2.72944
H -1.62644 1.99996 4.46145
H 0.56747 2.04839 3.17782
H -0.04114 0.81847 2.05263
H 0.62074 0.51546 5.06349
H 1.33731 -0.57669 3.76516
H -3.01344 0.00448 4.27676
H -2.33777 -0.20951 2.65108
C 5.59880 1.06348 1.80077
C 4.99689 1.31080 0.30486
C 3.84152 0.26812 0.18599
S 4.30376 -1.27169 1.06626
O 4.89997 -2.31296 0.22179
O 3.19283 -1.67719 1.94554
C 5.66498 -0.44249 2.04098
H 4.97755 1.63767 2.48812
H 6.52671 1.58118 2.04381
H 5.76794 1.17572 -0.45365
H 4.57039 2.29673 0.12008
H 3.47423 -0.03719 -0.79380
H 3.03548 0.77859 0.71308
H 6.55976 -0.82136 1.54710
H 5.75733 -0.87507 3.03720
C -4.83853 -2.38104 2.14561
C -3.79019 -2.78531 1.06738
C -4.13265 -2.05234 -0.31676
S -5.91628 -1.48068 -0.15156
O -6.56213 -2.04535 -1.34247
O -5.86719 -0.04882 0.12447
C -6.27241 -2.29727 1.46676
H -4.61533 -1.38547 2.52917
H -4.75804 -3.05320 2.99991
H -3.80934 -3.84678 0.82036
H -2.78813 -2.52073 1.40498
H -4.12945 -2.76345 -1.14284
H -3.51123 -1.21040 -0.62183
H -6.70120 -3.26751 1.21601
H -7.07516 -1.86140 2.06149
C 3.07763 0.03522 -4.26910
C 3.47526 -1.35750 -3.71650
C 2.82677 -2.39086 -4.68394
S 1.19716 -1.72183 -5.14270
O 0.15482 -2.26286 -4.26528
O 1.20683 -1.72673 -6.60304
C 1.57956 0.00545 -4.55213
H 3.75270 0.29549 -5.08436
H 3.31560 0.78142 -3.51103
H 3.06097 -1.47136 -2.71475
H 4.56197 -1.43330 -3.75410
H 2.74076 -3.37019 -4.21318
H 3.47080 -2.53078 -5.55213
H 1.10167 0.04659 -3.57334
H 1.19023 0.70519 -5.29165
C -3.22542 2.33248 -0.64312
C -2.00517 3.21801 -0.26098
O -2.56632 3.95506 0.83204
C -3.91923 3.82202 0.91576
O -4.61253 4.48196 1.68028
O -4.31896 2.98689 -0.09153
F -1.66386 4.06701 -1.24282
H -3.12992 1.32883 -0.22878
H -3.36449 2.18981 -1.71475
H -1.15892 2.60952 0.05791
*
```

---

ORCA calculation (ωB97M-V with the def2-TZVPD basis set) on a cluster of 5 separate species, C20H38Cl3N3O10PS in total in a non-equilibrium geometry.

Computed properties:
HOMO-LUMO gap: 3.9 eV
ΔE to the lowest compared entry with this formula, charge and spin: 0.0 kJ/mol
highest occupied orbital energy: -3.53 eV

The geometry in ORCA input format:
```
! RIJCOSX wB97M-V def2-TZVPD def2/J DEFGRID3
* xyz -1 1
C 1.37822 5.59839 -3.20082
C 1.61365 4.81745 -1.89059
C 2.83611 3.88940 -1.99847
C 2.72136 2.53819 -1.24969
C 1.85609 2.56725 0.01781
C 1.50303 1.16830 0.37072
C 0.71109 0.36748 -0.45767
C 0.49542 -0.96234 -0.10785
C -0.27868 -1.84605 -1.01519
O -0.31267 -3.03009 -0.93242
O -0.92983 -1.21080 -2.04904
P -2.58299 -1.29652 -1.98357
O -3.00205 -2.78321 -1.57900
O -3.00787 -1.25295 -3.50684
S -3.43984 0.01329 -0.91914
C 1.02242 -1.47540 1.10397
N 0.80869 -2.80143 1.51834
C 1.75712 -0.62386 1.92094
O 2.22055 -1.08722 3.09887
C 3.39782 -0.45360 3.60860
C 3.05424 0.62281 4.65340
N 1.88476 0.24806 5.42687
C 1.86742 0.86030 6.75031
C 1.47499 2.31692 6.74656
C 1.42639 2.89866 8.15580
O 0.20042 2.44853 6.13322
N 1.96528 0.64710 1.51531
H 1.87637 6.56798 -3.18094
H 0.31861 5.76415 -3.37538
H 1.76732 5.06800 -4.06973
H 1.82089 5.56859 -1.13050
H 0.69276 4.28322 -1.68200
H 2.94874 3.64555 -3.05458
H 3.75952 4.39990 -1.72512
H 2.41577 1.77225 -1.95709
H 3.73424 2.26145 -0.93573
H 2.36728 3.02970 0.86961
H 0.88147 3.09692 -0.12506
H 0.29857 0.75685 -1.37081
H -3.14366 -2.75205 -0.62163
H -2.62703 -0.46618 -3.92372
H 0.85697 -3.41830 0.71658
H 1.55685 -3.09513 2.13604
H 4.03102 -0.04601 2.82042
H 3.97233 -1.22189 4.11628
H 2.97439 1.60482 4.16701
H 3.89695 0.65670 5.34103
H 1.04950 0.59599 4.96678
H 2.83967 0.78694 7.23712
H 1.16628 0.33246 7.39790
H 2.19605 2.93217 6.19258
H 2.41436 2.99396 8.60288
H 0.80547 2.25906 8.78356
H 0.96034 3.88170 8.15514
H -0.05444 3.37347 6.13806
H 2.50012 1.28139 2.09417
C -4.06172 -6.24379 -3.95250
C -5.05088 -5.79734 -2.89034
O -4.38733 -5.28883 -1.74046
H -3.39838 -7.00923 -3.55430
H -4.57668 -6.64343 -4.82575
H -3.43773 -5.40372 -4.26965
H -5.66200 -6.63717 -2.55988
H -5.71682 -5.02444 -3.29023
H -3.85072 -4.53634 -2.02130
C -2.17511 -8.20859 -6.72889
Cl -2.56112 -9.11002 -5.25614
Cl -3.60311 -7.47747 -7.46883
H -1.47184 -7.42350 -6.47813
H -1.73673 -8.89432 -7.44350
C -3.28307 4.79686 -4.30320
O -4.51174 4.67877 -4.06972
O -2.46696 4.09467 -3.37270
O -2.68654 5.40885 -5.19699
H -3.18748 3.74054 -2.83254
Cl -1.09187 2.88619 -0.45821
*
```

---

ORCA calculation (ωB97M-V with the def2-TZVPD basis set) on a structure of composition C20H38F14InN3O26S9 in a non-equilibrium geometry.

Computed properties:
HOMO-LUMO gap: 3.5 eV
ΔE to the lowest compared entry with this formula, charge and spin: 0.0 kJ/mol
highest occupied orbital energy: -9.71 eV

The geometry in ORCA input format:
```
! RIJCOSX wB97M-V def2-TZVPD def2/J DEFGRID3
* xyz 0 1
In 1.14491 1.42101 2.86027
C -1.91979 1.63757 6.35867
F -0.99566 2.57538 6.51101
F -2.33267 1.17337 7.51728
F -2.98072 2.14620 5.74010
S -1.14481 0.26557 5.30492
O 0.29696 0.39029 5.49879
O -1.68087 -0.95892 5.78292
N -1.34383 0.71634 3.69406
S -2.74559 -0.00700 3.22746
O -2.47431 -1.31921 2.70618
O -3.81760 -0.00597 4.17528
C -3.28770 0.86898 1.66866
F -2.39362 0.79274 0.71137
F -4.40539 0.27201 1.33255
F -3.55755 2.15031 1.98125
C 4.74477 -0.26871 0.36201
F 3.84365 -1.20574 0.56693
F 5.93088 -0.74755 0.67339
F 4.75110 0.11335 -0.89782
S 4.32574 1.24980 1.42633
O 5.49415 2.02910 1.63103
O 3.22666 1.91710 0.80113
N 3.78271 0.48770 2.86604
S 4.95614 0.28994 3.94615
O 6.21342 -0.03198 3.34925
O 4.88057 1.25272 4.99765
C 4.46887 -1.33943 4.74338
F 3.16210 -1.32205 5.01528
F 4.72122 -2.35448 3.92691
F 5.16133 -1.48732 5.86042
N 0.95822 0.06993 0.43642
S 0.60948 0.88133 -0.88325
O -0.72687 0.80251 -1.37263
O 1.66970 1.00101 -1.82461
F 0.58990 2.30564 -0.16745
S 0.74931 -1.44454 -0.25059
O 1.58720 -1.82561 -1.33751
O -0.61194 -1.83753 -0.29159
F 1.35290 -2.25050 0.94877
C 1.06920 -6.42469 -2.35108
C 0.53622 -7.70639 -1.67347
C 0.66393 -7.50474 -0.15980
S 0.55925 -5.71605 0.22760
O 1.83011 -5.25702 0.73309
O -0.67467 -5.35060 0.86948
C 0.53182 -5.27723 -1.57090
H 0.95700 -6.24950 -3.41774
H 2.13538 -6.48658 -2.09800
H 1.13670 -8.52375 -2.06912
H -0.50296 -7.89938 -1.94423
H 1.56393 -7.91119 0.30216
H -0.10972 -7.93110 0.48251
H 0.95678 -4.28284 -1.70580
H -0.54191 -5.08374 -1.69113
C 0.94622 5.12645 -1.65749
C 0.77963 6.50327 -1.05314
C 0.69776 6.20302 0.46313
S 2.05888 4.98805 0.72034
O 1.66491 3.81194 1.47304
O 3.27714 5.65006 1.11372
C 2.22023 4.58287 -1.03028
H 1.15464 5.13736 -2.73068
H 0.06119 4.49662 -1.57215
H -0.06132 7.09908 -1.40670
H 1.63169 7.17968 -1.14973
H -0.16791 5.65595 0.83896
H 0.88419 7.04765 1.12437
H 2.53524 3.54995 -1.16771
H 3.08276 5.14893 -1.38542
C -4.97106 -3.91359 -0.66301
C -4.04001 -2.79837 -0.18064
O -4.34900 -1.72560 -1.05252
S -5.93847 -1.70523 -1.33585
O -6.11780 -1.21726 -2.65085
O -6.65711 -1.11522 -0.26343
O -6.08090 -3.30508 -1.30452
H -5.33520 -4.57144 0.12950
H -4.50735 -4.64130 -1.33412
H -2.98453 -3.06484 -0.20171
H -4.19272 -2.59285 0.88282
C 0.37658 -2.01587 -4.51605
C 0.16252 -2.14046 -6.02380
O -0.61924 -3.29948 -6.25857
O 1.29575 -0.96942 -4.21890
H 0.68177 -2.94180 -4.02747
H -0.63357 -1.76008 -4.16097
H 1.10112 -2.26305 -6.56705
H -0.25864 -1.22324 -6.44149
H -1.55757 -3.15109 -6.11592
H 1.56584 -1.14942 -3.31270
C -1.63598 1.45199 -5.73191
C -0.48837 1.53775 -4.71807
O -0.33712 2.79456 -4.04283
O -2.89634 1.37542 -5.04915
H -1.58405 0.47061 -6.20191
H -1.57236 2.23433 -6.49195
H 0.44163 1.30205 -5.22869
H -0.70198 0.82280 -3.92210
H -1.18183 2.97135 -3.61691
H -3.00661 2.21292 -4.58754
C -0.34655 4.75632 3.70617
C -1.31591 3.86530 2.95886
O -0.73034 3.09369 1.91295
O 0.47033 3.90691 4.48300
H -0.86044 5.45399 4.37216
H 0.23171 5.42206 3.05999
H -2.04802 4.44612 2.39119
H -1.81179 3.24827 3.71007
H -1.32371 2.88246 1.18637
H 0.67803 4.33636 5.31730
*
```

---

ORCA calculation (ωB97M-V with the def2-TZVPD basis set) on a cluster of 2 separate species, C20H38NO2Si2 in total in a non-equilibrium geometry.

Computed properties:
HOMO-LUMO gap: 5.4 eV
ΔE to the lowest compared entry with this formula, charge and spin: 0.0 kJ/mol
highest occupied orbital energy: -10.82 eV

The geometry in ORCA input format:
```
! RIJCOSX wB97M-V def2-TZVPD def2/J DEFGRID3
* xyz 1 1
C 1.31019 2.27795 3.54464
Si 2.03159 0.70141 2.87208
C 3.48920 1.06947 1.75687
C 2.37345 -0.49652 4.24573
O 1.10566 -0.15741 1.70191
N -0.12683 -0.71055 1.94811
O -0.62490 -0.12150 3.17225
Si -2.11115 0.70752 2.82963
C -2.53380 1.63386 4.40240
C -1.71645 1.80858 1.36453
C -3.51070 -0.48446 2.52326
C 0.03345 -2.11369 2.14618
C 1.34093 -2.68854 1.75887
C -1.06124 -2.88720 2.35100
H 2.18325 2.89104 3.81980
H 0.69697 2.86728 2.85384
H 0.73686 2.11416 4.46526
H 4.30216 1.54832 2.32079
H 3.88650 0.15220 1.30813
H 3.21185 1.73366 0.92880
H 3.04306 -0.01759 4.98029
H 1.45012 -0.78098 4.77133
H 2.87098 -1.41026 3.89639
H -3.50373 2.12720 4.23242
H -2.64926 0.95672 5.26376
H -1.80112 2.40397 4.67858
H -2.63919 2.13970 0.86240
H -1.16675 2.70203 1.69269
H -1.10243 1.26879 0.62577
H -4.35355 0.17792 2.26404
H -3.34318 -1.18860 1.69930
H -3.77807 -1.04612 3.43079
H 1.36569 -3.71475 2.15404
H 1.41804 -2.73044 0.66167
H 2.19885 -2.14383 2.16134
H -0.91439 -3.96390 2.36641
H -2.00624 -2.43189 2.61063
C -0.66545 -2.14589 -1.13087
C -0.09071 -3.49572 -1.04235
C 0.85801 -4.07892 -1.88512
C 1.07151 -5.50510 -1.81955
C 0.26716 -6.36444 -0.89012
C 2.01147 -6.10913 -2.63631
C 2.79271 -5.37349 -3.53702
C 3.81479 -6.07043 -4.37401
C 2.60912 -3.99145 -3.59696
C 1.68202 -3.33000 -2.81078
C 1.59917 -1.85063 -2.96771
H -1.58884 -2.12587 -0.52653
H 0.02242 -1.39318 -0.70997
H -0.92403 -1.84362 -2.15504
H -0.53525 -4.11625 -0.26636
H 0.54330 -7.42003 -1.00651
H 0.43413 -6.09231 0.16093
H -0.80812 -6.28725 -1.09316
H 2.14436 -7.18865 -2.59581
H 4.34804 -5.34017 -4.99406
H 4.55692 -6.60131 -3.75935
H 3.35129 -6.82370 -5.02708
H 3.22064 -3.42285 -4.30705
H 2.34407 -1.55193 -3.71444
H 0.62502 -1.52563 -3.34931
H 1.82514 -1.31256 -2.03797
*
```